[1]
Molecular formula: C7H12F5InNO5S
Method: DFT, ωB97M-V/def2-TZVPD

## Properties
Highest occupied orbital energy ... -0.1512 hartree
DFT total energy ... -1792.5172 Eh

ORCA input file:
```
! RIJCOSX wB97M-V def2-TZVPD def2/J DEFGRID3
* xyz -1 1
C 1.126 2.087 0.355
N 0.459 1.329 1.393
C 1.078 0.015 1.617
In 1.334 -1.395 -0.100
S 2.791 -0.405 -2.027
O 3.543 0.784 -1.627
O 3.646 -1.493 -2.501
C 1.846 0.018 -3.629
F 2.628 -0.185 -4.707
F 0.822 -0.883 -3.684
C 1.201 1.427 -3.741
F 0.984 1.722 -5.043
F 1.964 2.393 -3.246
F 0.016 1.455 -3.134
H 0.769 3.121 0.334
H 0.954 1.656 -0.646
H 2.207 2.092 0.506
H -0.515 1.209 1.151
H 2.036 0.170 2.127
H 0.437 -0.515 2.335
H 2.293 -2.774 0.482
H -0.109 -2.085 -0.775
C -3.352 -1.808 2.948
C -3.483 -0.304 3.106
O -2.642 0.183 2.066
C -2.529 -0.782 1.109
O -2.015 -0.631 0.056
O -3.074 -1.945 1.556
H -4.258 -2.351 3.206
H -2.513 -2.213 3.516
H -4.503 0.044 2.929
H -3.140 0.063 4.070
*
```



[2]
Molecular formula: C7H12F6O2PS2
Method: DFT, ωB97M-V/def2-TZVPD

## Properties
Highest occupied orbital energy ... -0.4613 hartree
DFT total energy ... -2160.8905 Eh

ORCA input file:
```
! RIJCOSX wB97M-V def2-TZVPD def2/J DEFGRID3
* xyz 1 1
O -1.584 -1.262 -1.310
S -0.401 -0.393 -1.643
O -0.812 0.423 -2.854
P 0.092 1.037 -0.117
C -1.195 2.434 -0.258
C -2.024 2.675 1.091
F -2.878 3.811 0.831
C 0.266 0.333 1.621
C -0.719 -0.880 1.973
C -0.168 -2.335 1.610
S 1.586 -2.672 2.110
C 1.040 -1.445 -2.218
F 0.564 -2.195 -3.320
F 1.496 -2.361 -1.267
C 2.289 -0.590 -2.774
F 3.418 -1.014 -2.050
F 2.565 -0.904 -4.118
F 2.095 0.794 -2.731
H 1.360 1.666 -0.425
H -1.936 2.210 -1.104
H -0.652 3.398 -0.516
H -2.706 1.819 1.388
H -1.317 3.004 1.918
H -0.010 1.192 2.339
H 1.370 0.129 1.794
H -1.704 -0.748 1.389
H -0.960 -0.826 3.081
H -0.333 -2.621 0.508
H -0.819 -3.080 2.199
H 2.078 -1.601 2.854
*
```



[3]
Molecular formula: C7H12FN2
Method: DFT, ωB97M-V/def2-TZVPD

## Properties
Highest occupied orbital energy (alpha / beta) ... -0.4985 / -0.4984 hartree
Energy above the lowest of the compared OMol25 structures with the same formula, charge and spin ... 107.1 kcal/mol
DFT total energy ... -482.8618 Eh

ORCA input file:
```
! RIJCOSX wB97M-V def2-TZVPD def2/J DEFGRID3
* xyz 1 1
C 0.262 0.593 -1.236
C -0.260 1.760 -0.627
C 0.317 0.821 1.428
C -1.124 -2.380 -0.770
C -0.532 3.109 1.297
C 0.144 -2.350 0.104
C 1.332 -1.472 -0.522
N 0.880 -0.177 -0.419
N -0.029 1.904 0.658
F 1.365 0.990 2.241
H 0.115 0.397 -2.366
H -0.762 2.650 -1.090
H -1.701 -3.136 -0.422
H -0.822 -2.713 -1.822
H -1.834 -1.577 -0.792
H -0.442 3.926 0.629
H -1.380 3.003 1.848
H 0.294 3.486 2.102
H -0.006 -1.871 1.022
H 0.339 -3.382 0.339
H 1.566 -1.803 -1.677
H 2.277 -1.779 0.074
*
```



[4]
Molecular formula: C7H12IN3O
Method: DFT, ωB97M-V/def2-TZVPD

## Properties
Highest occupied orbital energy ... -0.3144 hartree
Energy above the lowest of the compared OMol25 structures with the same formula, charge and spin ... 46.8 kcal/mol
DFT total energy ... -810.9922 Eh

ORCA input file:
```
! RIJCOSX wB97M-V def2-TZVPD def2/J DEFGRID3
* xyz 0 1
C -0.088 -2.180 -0.035
C -1.709 -1.576 -0.810
C 0.012 -0.159 1.426
C 1.884 -1.821 1.349
C 1.432 -0.362 -0.653
C -3.042 2.648 -2.257
C 0.798 -1.116 0.524
N -1.928 -0.377 -1.007
N -2.969 1.573 -1.307
N -2.294 0.592 -1.672
O 0.026 -3.353 -0.080
I -2.879 -3.241 -1.369
H -0.527 -0.715 2.191
H -0.703 0.428 0.859
H 0.706 0.519 1.917
H 1.434 -2.342 2.193
H 2.418 -2.550 0.743
H 2.599 -1.094 1.729
H 1.938 -1.056 -1.323
H 2.168 0.347 -0.276
H 0.681 0.182 -1.219
H -4.095 2.854 -2.452
H -2.526 2.428 -3.196
H -2.604 3.534 -1.796
*
```



[5]
Molecular formula: C7H12IN3S
Method: DFT, ωB97M-V/def2-TZVPD

## Properties
Highest occupied orbital energy (alpha / beta) ... -0.2793 / -0.2770 hartree
Energy above the lowest of the compared OMol25 structures with the same formula, charge and spin ... 0.0 kcal/mol
DFT total energy ... -1133.8689 Eh

ORCA input file:
```
! RIJCOSX wB97M-V def2-TZVPD def2/J DEFGRID3
* xyz 0 1
C 0.008 -0.722 2.295
C -1.159 0.026 2.335
C 0.165 -1.085 0.988
C -1.924 -1.642 -1.380
C -1.230 0.612 -1.746
C 1.950 1.147 -1.235
C 3.024 1.267 1.235
N -1.765 0.157 1.173
N -0.921 -0.516 0.396
N -0.993 -0.580 -1.010
S 3.378 0.945 -0.382
I 4.504 1.152 2.622
H 0.612 -0.800 3.103
H -1.575 0.352 3.180
H -2.861 -1.644 -0.784
H -1.984 -1.388 -2.420
H -1.404 -2.558 -1.347
H -0.833 0.517 -2.776
H -2.270 0.985 -1.767
H -0.671 1.473 -1.238
H 1.058 1.432 -0.839
H 0.734 -1.711 0.405
H 1.970 0.728 -2.210
H 2.187 1.852 1.402
*
```



[6]
Molecular formula: C7H12LiO4
Method: DFT, ωB97M-V/def2-TZVPD

## Properties
Highest occupied orbital energy ... -0.1334 hartree
Energy above the lowest of the compared OMol25 structures with the same formula, charge and spin ... 0.0 kcal/mol
DFT total energy ... -582.4035 Eh

ORCA input file:
```
! RIJCOSX wB97M-V def2-TZVPD def2/J DEFGRID3
* xyz -1 1
C 0.787 -2.168 -1.376
C 1.494 -3.496 -1.222
O 2.877 -3.371 -1.634
Li 3.275 -1.513 -1.555
H -0.282 -2.342 -1.178
H 3.381 -4.150 -1.388
H 0.737 -1.837 -2.427
H 1.031 -4.279 -1.842
H 1.488 -3.825 -0.169
O -3.175 3.163 0.221
C -2.376 2.487 0.898
O -2.427 2.206 2.110
O -1.315 1.989 0.163
C -0.634 0.846 0.653
C 0.300 0.348 -0.436
C 1.075 -0.904 -0.046
C 2.498 -0.707 0.290
H -1.358 0.062 0.927
H -0.071 1.109 1.561
H 1.004 1.153 -0.704
H -0.287 0.152 -1.348
H 0.551 -1.474 0.746
H 2.934 -1.589 0.798
H 2.733 0.258 0.761
*
```



[7]
Molecular formula: C7H12LuO3
Method: DFT, ωB97M-V/def2-TZVPD

## Properties
Highest occupied orbital energy (alpha / beta) ... -0.9149 / -0.9149 hartree
Energy above the lowest of the compared OMol25 structures with the same formula, charge and spin ... 0.0 kcal/mol
DFT total energy ... -1733.0396 Eh

ORCA input file:
```
! RIJCOSX wB97M-V def2-TZVPD def2/J DEFGRID3
* xyz 4 2
O 0.001 -1.350 1.135
C 0.690 -0.339 0.659
O 0.201 0.791 0.553
Lu -0.109 2.919 0.414
O 1.875 -0.691 0.341
C 2.880 0.317 0.025
C 4.184 -0.397 -0.207
H 2.934 1.004 0.878
H 2.540 0.855 -0.868
H 4.496 -0.948 0.689
H 4.950 0.353 -0.438
H 4.107 -1.090 -1.054
C -1.400 -1.349 0.982
H -1.746 -2.388 1.161
H -1.914 -0.722 1.737
C -1.890 -1.002 -0.318
H -3.484 0.476 0.672
C -2.583 -0.036 -1.165
C -3.519 0.888 -0.402
H -1.600 0.460 -1.446
H -2.979 -0.507 -2.079
H -3.113 1.904 -0.421
H -4.520 0.853 -0.846
*
```



[8]
Molecular formula: C7H12N
Method: DFT, ωB97M-V/def2-TZVPD

## Properties
Highest occupied orbital energy (alpha / beta) ... -0.4568 / -0.4566 hartree
Energy above the lowest of the compared OMol25 structures with the same formula, charge and spin ... 140.0 kcal/mol
DFT total energy ... -328.2057 Eh

ORCA input file:
```
! RIJCOSX wB97M-V def2-TZVPD def2/J DEFGRID3
* xyz 1 1
C -0.910 0.283 -2.192
C -1.382 0.227 -0.914
C -0.709 -1.809 0.709
C -0.861 -0.765 -0.080
C 1.699 0.025 0.263
C -2.441 0.996 -0.271
C 2.137 -1.203 -0.372
N 2.526 0.978 0.599
H -1.132 0.948 -2.946
H -0.144 -0.320 -2.438
H 0.082 -1.898 1.506
H -1.577 -2.426 0.922
H -3.342 0.790 -0.897
H -2.695 0.482 0.653
H -2.433 2.097 -0.356
H 1.545 -0.978 -1.316
H 1.587 -2.024 0.096
H 3.216 -1.402 -0.436
H 2.179 1.941 0.881
H 3.447 0.942 0.507
*
```